[1]
Molecular formula: C32H86O17
Method: DFT, ωB97M-V/def2-TZVPD

```
135
Properties=species:S:1:pos:R:3:lowdin_charge:R:1
C -4.138 -0.137 -9.554 -0.165
C -4.272 -0.524 -8.108 -0.186
C -2.988 0.024 -7.523 -0.212
O -2.358 0.811 -8.524 -0.127
C -3.325 1.162 -9.464 -0.225
H -5.107 0.015 -10.028 0.110
H -3.570 -0.846 -10.156 0.117
H -4.377 -1.592 -7.916 0.110
H -5.074 -0.091 -7.510 0.111
H -2.364 -0.819 -7.227 0.117
H -3.199 0.612 -6.630 0.114
H -2.910 1.516 -10.408 0.121
H -3.934 1.997 -9.118 0.117
C 0.656 -0.519 -0.792 -0.157
C -0.182 -1.148 0.417 -0.127
C 0.821 -0.994 1.634 -0.201
O 1.561 0.197 1.325 -0.155
C 1.720 0.346 -0.121 -0.190
H -0.040 -0.021 -1.467 0.099
H 1.180 -1.308 -1.333 0.096
H -0.538 -2.177 0.360 0.100
H -0.937 -0.426 0.727 0.097
H 1.437 -1.892 1.682 0.106
H 0.315 -0.826 2.585 0.113
H 2.675 0.007 -0.522 0.107
H 1.569 1.378 -0.439 0.112
C -1.064 6.629 3.421 -0.173
C -2.348 7.318 3.796 -0.181
C -2.886 6.587 5.053 -0.178
O -1.962 5.514 5.195 -0.152
C -1.307 5.216 3.982 -0.211
H -0.169 7.000 3.920 0.115
H -0.981 6.593 2.335 0.109
H -3.070 7.292 2.980 0.108
H -2.092 8.358 3.999 0.104
H -3.868 6.167 4.838 0.111
H -2.930 7.302 5.875 0.116
H -1.934 4.599 3.339 0.114
H -0.389 4.647 4.130 0.119
C -3.288 -5.685 4.264 -0.170
O -2.169 -5.142 4.955 -0.121
H -3.040 -6.000 3.250 0.077
H -3.641 -6.587 4.765 0.070
H -4.147 -5.013 4.261 0.073
H -2.448 -5.031 5.867 0.070
C -5.534 0.147 5.159 -0.175
O -6.652 -0.546 4.649 -0.124
H -5.843 1.019 5.735 0.075
H -4.860 -0.470 5.753 0.079
H -4.989 0.504 4.286 0.073
H -7.102 0.111 4.112 0.072
C 4.893 1.626 6.334 -0.149
O 5.437 1.566 7.677 -0.128
H 5.277 0.880 5.639 0.071
H 3.826 1.406 6.310 0.071
H 5.091 2.605 5.898 0.071
H 4.737 1.729 8.313 0.065
C 7.476 -3.547 -0.773 -0.173
O 8.526 -3.819 -1.678 -0.123
H 6.538 -3.811 -1.262 0.067
H 7.495 -4.160 0.128 0.076
H 7.374 -2.483 -0.559 0.080
H 8.556 -4.756 -1.887 0.074
C -3.439 5.054 -3.115 -0.135
O -3.661 6.455 -2.795 -0.138
H -3.427 4.899 -4.194 0.068
H -2.483 4.797 -2.659 0.076
H -4.254 4.428 -2.751 0.071
H -2.810 6.852 -2.599 0.056
C 1.441 -7.821 -0.334 -0.213
O 2.402 -6.971 -0.788 -0.107
H 1.645 -8.819 -0.723 0.075
H 1.426 -7.895 0.754 0.084
H 0.463 -7.512 -0.701 0.078
H 2.264 -6.787 -1.720 0.083
C 6.816 5.061 -1.883 -0.172
O 7.420 5.954 -2.795 -0.122
H 5.859 4.795 -2.331 0.067
H 7.304 4.088 -1.831 0.073
H 6.630 5.471 -0.890 0.082
H 7.374 5.569 -3.673 0.073
C 5.798 -1.455 -6.190 -0.187
O 6.998 -0.844 -5.794 -0.110
H 5.124 -1.507 -5.335 0.074
H 5.301 -0.933 -7.008 0.077
H 5.923 -2.457 -6.600 0.072
H 7.367 -1.428 -5.127 0.074
C -8.119 -3.248 -1.609 -0.082
O -8.182 -3.160 -3.032 -0.181
C -9.403 -2.924 -3.638 -0.221
C -10.460 -4.056 -3.530 -0.198
O -11.031 -4.088 -2.228 -0.188
C -11.940 -5.132 -2.108 -0.134
H -7.109 -3.334 -1.209 0.087
H -8.700 -4.119 -1.305 0.076
H -8.634 -2.394 -1.171 0.088
H -9.205 -2.796 -4.702 0.121
H -9.841 -1.963 -3.368 0.124
H -9.989 -5.014 -3.752 0.125
H -11.172 -3.919 -4.343 0.118
H -12.587 -4.903 -1.261 0.088
H -11.421 -6.035 -1.786 0.087
H -12.543 -5.354 -2.989 0.089
C 9.198 -6.196 10.234 -0.124
O 8.138 -5.780 9.420 -0.166
C 6.928 -6.450 9.790 -0.198
C 5.718 -5.896 8.938 -0.173
O 6.107 -5.930 7.557 -0.188
C 5.118 -5.452 6.679 -0.122
H 9.966 -5.424 10.298 0.091
H 9.613 -7.134 9.865 0.086
H 8.834 -6.450 11.230 0.077
H 6.685 -6.441 10.852 0.113
H 6.966 -7.526 9.622 0.116
H 5.552 -4.884 9.308 0.119
H 4.833 -6.518 9.069 0.118
H 4.205 -6.041 6.770 0.081
H 5.444 -5.561 5.644 0.087
H 4.890 -4.398 6.842 0.086
C 2.105 4.847 -5.441 -0.085
O 1.791 5.741 -4.342 -0.173
C 2.075 7.043 -4.751 -0.265
C 1.951 8.009 -3.623 -0.206
O 0.550 8.211 -3.293 -0.171
C 0.413 9.344 -2.414 -0.107
H 1.659 5.195 -6.373 0.084
H 1.586 3.926 -5.173 0.086
H 3.179 4.701 -5.553 0.085
H 1.250 7.287 -5.420 0.130
H 3.023 7.187 -5.270 0.128
H 2.460 8.896 -4.001 0.121
H 2.573 7.732 -2.772 0.129
H 1.105 9.433 -1.577 0.085
H -0.591 9.153 -2.035 0.080
H 0.390 10.311 -2.917 0.083
```

The relative energy (zero: lowest compared OMol25 entry of this formula, charge and spin) comes out at 0.0 kcal/mol. Its total charge is 0. The value obtained for the largest force on an atom is 2.581 eV/A. For the HOMO energy, the calculation gives -9.664 eV.

[2]
Molecular formula: C32H88AgN9O11
Method: DFT, ωB97M-V/def2-TZVPD

```
141
Properties=species:S:1:pos:R:3:lowdin_spin:R:1
Ag -2.950 5.633 -1.664 -0.001
N -0.971 1.257 -0.852 -0.048
O 0.259 1.443 -0.911 0.463
O -1.754 2.218 -0.912 0.207
O -1.360 0.125 -0.584 0.379
C -5.836 -4.913 7.875 0.000
C -5.313 -5.521 6.502 0.000
C -4.995 -4.464 5.349 0.000
O -4.235 -4.995 4.217 0.000
C -3.572 -4.095 3.418 0.000
N -4.123 -6.317 6.731 0.000
H -5.139 -4.136 8.191 0.000
H -5.864 -5.622 8.702 0.000
H -6.835 -4.499 7.735 0.000
H -5.916 -6.401 6.280 0.000
H -4.295 -3.822 5.883 0.000
H -5.859 -3.883 5.027 0.000
H -3.024 -4.657 2.661 0.000
H -2.911 -3.441 3.988 0.000
H -4.157 -3.377 2.844 0.000
H -3.679 -6.366 5.825 0.000
H -3.511 -5.772 7.321 0.000
C 0.791 7.896 -4.640 0.000
C 1.478 6.700 -4.004 0.000
C 2.998 6.919 -3.938 0.000
O 3.508 6.816 -5.303 0.000
C 4.876 6.415 -5.343 0.000
N 0.881 6.349 -2.708 0.000
H 0.915 8.757 -3.984 0.000
H -0.274 7.727 -4.801 0.000
H 1.235 8.194 -5.589 0.000
H 1.323 5.870 -4.693 0.000
H 3.426 6.087 -3.377 0.000
H 3.342 7.875 -3.544 0.000
H 5.567 6.927 -4.674 0.000
H 5.277 6.613 -6.337 0.000
H 5.021 5.341 -5.226 0.000
H 1.320 5.469 -2.479 0.000
H 1.263 6.993 -2.029 0.000
C 0.910 1.694 3.824 0.000
C 2.433 1.320 3.569 0.000
C 2.584 -0.197 3.359 0.000
O 2.048 -0.956 4.411 0.000
C 1.971 -2.348 4.148 0.000
N 2.762 2.193 2.472 0.000
H 0.446 1.116 4.623 0.000
H 0.393 1.456 2.895 0.000
H 0.937 2.706 4.229 0.000
H 2.996 1.694 4.424 0.000
H 3.636 -0.454 3.234 0.000
H 2.153 -0.452 2.391 0.000
H 2.916 -2.797 3.843 0.000
H 1.219 -2.425 3.363 0.000
H 1.597 -3.001 4.937 0.000
H 3.748 2.165 2.254 0.000
H 2.216 1.984 1.649 0.000
C 3.907 0.372 -5.851 0.000
C 2.780 0.424 -4.766 0.000
C 1.351 0.128 -5.349 0.000
O 0.995 1.296 -6.072 0.000
C -0.355 1.243 -6.501 0.000
N 3.233 -0.581 -3.878 0.000
H 3.800 1.288 -6.433 0.000
H 3.849 -0.510 -6.488 0.000
H 4.909 0.533 -5.454 0.000
H 2.739 1.375 -4.235 0.000
H 0.656 -0.091 -4.539 0.000
H 1.329 -0.717 -6.038 0.000
H -0.377 0.433 -7.231 0.000
H -0.555 2.110 -7.131 0.000
H -1.045 1.272 -5.658 0.000
H 2.747 -1.442 -4.080 0.000
H 2.920 -0.403 -2.935 0.000
C 8.091 2.530 3.473 0.000
C 8.964 2.156 2.315 0.000
C 8.568 2.673 0.939 0.000
O 7.250 2.201 0.636 0.000
C 6.611 2.815 -0.441 0.000
N 10.377 2.495 2.583 0.000
H 7.041 2.383 3.223 0.000
H 8.112 3.589 3.728 0.000
H 8.320 1.827 4.274 0.000
H 8.947 1.067 2.269 0.000
H 9.274 2.278 0.208 0.000
H 8.596 3.751 0.781 0.000
H 7.184 2.444 -1.291 0.000
H 6.582 3.903 -0.493 0.000
H 5.603 2.433 -0.602 0.000
H 10.761 1.845 3.254 0.000
H 10.962 2.425 1.763 0.000
C -6.171 -0.442 -2.875 0.000
C -5.910 -1.727 -3.633 0.000
C -5.649 -2.955 -2.703 0.000
O -5.001 -4.022 -3.473 0.000
C -4.798 -5.213 -2.735 0.000
N -7.075 -1.935 -4.462 0.000
H -7.155 -0.382 -2.409 0.000
H -6.101 0.395 -3.570 0.000
H -5.392 -0.300 -2.125 0.000
H -5.000 -1.517 -4.195 0.000
H -6.567 -3.324 -2.244 0.000
H -4.941 -2.599 -1.955 0.000
H -4.032 -5.173 -1.961 0.000
H -4.409 -6.043 -3.325 0.000
H -5.703 -5.641 -2.302 0.000
H -7.003 -2.836 -4.912 0.000
H -7.807 -2.059 -3.779 0.000
C -5.822 1.980 8.548 0.000
C -4.772 2.918 7.935 0.000
C -3.942 2.318 6.848 0.000
O -4.825 2.063 5.721 0.000
C -4.360 1.070 4.756 0.000
N -5.514 4.033 7.442 0.000
H -5.340 1.246 9.193 0.000
H -6.314 1.451 7.731 0.000
H -6.584 2.320 9.249 0.000
H -4.048 3.123 8.723 0.000
H -3.455 1.410 7.205 0.000
H -3.231 3.031 6.431 0.000
H -5.156 0.961 4.020 0.000
H -4.226 0.067 5.160 0.000
H -3.490 1.405 4.191 0.000
H -4.894 4.829 7.475 0.000
H -6.145 4.237 8.204 0.000
C 1.152 -5.121 -6.782 0.000
C 1.430 -5.536 -5.294 0.000
C 0.121 -5.937 -4.479 0.000
O 0.427 -5.684 -3.102 0.000
C 0.170 -4.354 -2.563 0.000
N 2.483 -6.534 -5.284 0.000
H 0.640 -5.946 -7.277 0.000
H 1.977 -4.811 -7.422 0.000
H 0.449 -4.293 -6.872 0.000
H 1.867 -4.694 -4.758 0.000
H -0.067 -6.960 -4.803 0.000
H -0.712 -5.334 -4.841 0.000
H 0.795 -3.604 -3.049 0.000
H 0.257 -4.266 -1.480 0.000
H -0.825 -4.084 -2.918 0.000
H 2.059 -7.419 -5.519 0.000
H 2.614 -6.697 -4.295 0.000
```

Its spin multiplicity is 2. Its total charge is +1. The value obtained for the largest force on an atom is 3.093 eV/A. For the HOMO energy (alpha / beta), the calculation gives -10.411 / -10.411 eV. The expectation value of S² is 0.757.

[3]
Molecular formula: C32H88INO14PS11
Method: DFT, ωB97M-V/def2-TZVPD

```
148
Properties=species:S:1:pos:R:3:lowdin_charge:R:1
C 2.793 2.412 3.547 -0.091
C 1.846 2.619 2.215 -0.367
C 2.435 1.790 0.949 -0.098
C 1.741 4.233 1.944 -0.136
C 0.788 4.503 0.665 -0.296
C 1.734 5.251 -0.457 -0.080
C -0.456 5.503 0.930 -0.167
O -1.052 5.425 2.260 -0.099
C -1.544 4.105 2.571 -0.267
C -2.185 3.168 1.420 -0.071
N -2.295 1.894 2.266 -0.300
P -3.243 0.522 1.622 0.582
O -4.937 0.961 1.566 -0.374
I -2.631 0.054 -0.735 0.499
C -2.806 2.493 3.591 -0.124
O -2.611 3.961 3.589 -0.062
H 3.808 1.942 3.261 0.079
H 3.007 3.455 4.020 0.079
H 2.268 1.748 4.356 0.079
H 0.828 2.133 2.483 0.087
H 1.828 1.933 -0.032 0.079
H 2.352 0.647 1.195 0.087
H 3.559 2.030 0.732 0.075
H 2.810 4.605 1.725 0.121
H 1.345 4.747 2.899 0.100
H 0.407 3.542 0.152 0.108
H 2.556 4.535 -0.841 0.053
H 1.103 5.736 -1.308 0.094
H 2.300 6.144 0.050 0.102
H -1.239 5.414 0.061 0.129
H -0.032 6.590 0.828 0.145
H -0.666 3.550 3.089 0.152
H -3.268 3.509 1.199 0.168
H -1.671 3.074 0.389 0.120
H -1.332 1.538 2.505 0.139
H -5.383 0.062 1.695 0.033
H -3.799 2.088 4.013 0.166
H -2.024 2.130 4.386 0.163
C -2.412 -3.987 -3.937 -0.275
S -2.501 -2.606 -5.100 0.812
O -1.756 -1.457 -4.490 -0.589
C -4.265 -2.285 -4.880 -0.271
H -1.377 -4.328 -3.884 0.048
H -2.738 -3.662 -2.946 0.052
H -3.043 -4.804 -4.292 0.044
H -4.477 -2.065 -3.831 0.056
H -4.838 -3.156 -5.204 0.059
H -4.540 -1.425 -5.492 0.005
C -3.228 -3.049 2.418 -0.276
S -4.984 -3.100 1.995 0.828
O -5.624 -1.874 2.577 -0.591
C -5.392 -4.492 3.071 -0.250
H -2.768 -2.218 1.882 -0.022
H -3.107 -2.899 3.493 0.062
H -2.754 -3.984 2.111 0.027
H -5.137 -4.252 4.106 0.060
H -4.844 -5.378 2.744 0.058
H -6.465 -4.683 2.998 0.054
C 6.785 3.065 -1.269 -0.269
S 5.913 4.055 -0.035 0.835
O 4.462 4.070 -0.413 -0.592
C 6.618 5.642 -0.536 -0.257
H 6.465 2.027 -1.168 0.055
H 6.544 3.422 -2.273 0.062
H 7.862 3.130 -1.095 0.005
H 6.387 5.839 -1.585 0.060
H 7.699 5.623 -0.386 0.057
H 6.180 6.426 0.085 0.051
C -3.441 10.071 0.051 -0.266
S -2.336 8.663 -0.197 0.787
O -1.842 8.723 -1.610 -0.547
C -3.626 7.400 -0.127 -0.268
H -2.850 10.987 0.005 0.053
H -4.202 10.092 -0.733 0.059
H -3.914 9.995 1.032 0.053
H -4.375 7.587 -0.900 0.060
H -4.094 7.410 0.860 0.056
H -3.165 6.425 -0.298 0.022
C -7.152 0.394 -8.450 -0.267
S -6.027 0.686 -7.066 0.829
O -6.280 -0.383 -6.048 -0.567
C -6.835 2.193 -6.481 -0.269
H -6.857 -0.532 -8.945 0.052
H -8.177 0.299 -8.084 0.059
H -7.081 1.221 -9.159 0.054
H -7.879 1.986 -6.238 0.059
H -6.774 2.963 -7.254 0.054
H -6.315 2.538 -5.586 0.050
C -1.622 -7.321 -1.496 -0.257
S -1.603 -6.725 0.210 0.815
O -2.494 -5.520 0.271 -0.584
C 0.105 -6.136 0.184 -0.256
H -2.619 -7.704 -1.717 0.043
H -1.389 -6.503 -2.181 0.043
H -0.893 -8.125 -1.609 0.063
H 0.232 -5.391 -0.605 0.055
H 0.778 -6.979 0.018 0.057
H 0.329 -5.680 1.151 0.045
C -0.720 -7.520 4.298 -0.259
S 0.296 -8.635 3.304 0.796
O -0.464 -8.936 2.048 -0.590
C 0.127 -10.066 4.395 -0.262
H -0.787 -6.561 3.782 0.043
H -1.722 -7.937 4.420 0.058
H -0.253 -7.373 5.274 0.055
H -0.928 -10.326 4.511 0.057
H 0.567 -9.837 5.368 0.054
H 0.660 -10.907 3.947 0.050
C -2.854 -10.140 -4.375 -0.267
S -2.933 -8.746 -5.523 0.818
O -2.179 -7.610 -4.901 -0.570
C -4.695 -8.415 -5.296 -0.270
H -1.822 -10.489 -4.327 0.052
H -3.177 -9.825 -3.381 0.049
H -3.492 -10.948 -4.739 0.054
H -4.904 -8.206 -4.245 0.056
H -5.274 -9.279 -5.630 0.054
H -4.963 -7.545 -5.899 0.050
C 4.766 -7.512 2.966 -0.264
S 3.899 -6.537 4.217 0.816
O 2.451 -6.502 3.834 -0.600
C 4.621 -4.947 3.749 -0.271
H 4.436 -8.549 3.047 0.051
H 4.532 -7.134 1.969 0.059
H 5.842 -7.461 3.145 0.055
H 4.396 -4.728 2.703 0.057
H 5.702 -4.978 3.903 0.054
H 4.188 -4.171 4.383 0.049
C 2.627 8.449 5.328 -0.268
S 1.711 7.803 3.910 0.781
O 2.180 8.546 2.697 -0.553
C 0.113 8.497 4.387 -0.262
H 3.675 8.165 5.221 0.051
H 2.547 9.537 5.360 0.059
H 2.228 8.015 6.248 0.052
H 0.189 9.583 4.478 0.060
H -0.205 8.062 5.337 0.054
H -0.617 8.248 3.614 0.040
C 9.700 2.382 -3.998 -0.266
S 10.513 1.992 -2.431 0.835
O 9.780 2.726 -1.350 -0.575
C 12.032 2.910 -2.774 -0.265
H 8.704 1.936 -3.990 0.048
H 9.612 3.464 -4.114 0.060
H 10.278 1.961 -4.823 0.055
H 11.799 3.959 -2.966 0.060
H 12.535 2.472 -3.639 0.055
H 12.684 2.837 -1.902 0.053
```

Its total charge is +1. The value obtained for the largest force on an atom is 4.322 eV/A. For the HOMO energy, the calculation gives -9.826 eV.

Which formula does entry 3 have?
C32H88INO14PS11

Among the records above, which one has the lowest total charge?
C32H86O17

What is the formula in the second record?
C32H88AgN9O11